(1)
Below is a molecular structure, C45H47F4N4O3P2STi at a distorted geometry, with properties calculated with wB97M-V/def2-TZVPD.

Structure (XYZ):
```
107
Properties=species:S:1:pos:R:3:forces:R:3
Ti -0.12223 0.09160 -0.67659 2.69 -2.95 -0.27
C -3.47470 6.50168 -1.34941 0.03 -0.11 0.13
C -3.29131 5.96296 0.06715 -0.12 0.32 -0.31
N -2.89926 4.54722 0.08318 0.31 -0.07 -0.08
C -1.58448 4.25981 0.02508 -0.26 -0.03 0.07
C -1.11376 2.98285 -0.00102 -0.04 -0.46 -0.07
C 0.31575 2.66100 -0.33218 0.38 0.77 0.20
O 1.26458 3.20594 0.17035 -0.27 0.22 -0.16
O 0.36874 1.71452 -1.25144 0.32 2.66 -0.58
C -1.99649 1.88884 0.15893 0.16 0.57 0.03
O -1.52509 0.69192 0.26856 -2.76 1.84 1.80
C -3.39192 2.18268 0.15014 -0.16 0.14 0.07
C -4.34884 1.16339 0.17291 -0.17 -0.10 -0.04
C -5.67647 1.45789 0.06966 0.29 -0.24 0.09
F -6.54686 0.43769 0.14715 -0.08 -0.04 -0.01
C -6.14908 2.77254 -0.09990 0.22 0.40 -0.11
C -5.19097 3.78380 -0.11736 -0.36 -0.05 0.12
C -3.82883 3.52285 0.04464 0.15 -0.25 0.10
N -7.50146 3.08766 -0.30386 -0.10 -0.07 0.06
C -8.51048 2.03745 -0.48047 0.02 0.01 -0.02
C -9.83844 2.69309 -0.88670 0.03 -0.31 0.14
N -9.52962 3.94739 -1.64018 0.04 0.00 -0.01
C -8.94486 4.98836 -0.72567 0.25 0.17 0.34
C -8.08447 4.26858 0.32103 -0.04 -0.07 -0.11
H -3.76758 7.54984 -1.30508 0.00 0.00 -0.02
H -4.23446 5.94681 -1.90042 0.00 0.01 -0.01
H -2.53891 6.43240 -1.90364 -0.02 0.02 -0.03
H -4.19560 6.08592 0.65973 0.05 -0.06 0.09
H -2.50371 6.52141 0.56831 0.00 -0.06 0.09
H -0.89795 5.09582 -0.01538 -0.04 0.04 0.00
H -4.03813 0.13019 0.26703 0.00 0.00 -0.02
H -5.50942 4.79942 -0.29021 -0.04 0.01 -0.01
H -8.68286 1.45072 0.42554 -0.03 0.03 -0.01
H -8.18090 1.35299 -1.25943 -0.01 0.02 -0.01
H -10.44476 2.96414 -0.02553 -0.02 0.12 -0.04
H -10.42209 2.02411 -1.51450 0.00 0.06 -0.06
H -10.35099 4.30872 -2.12382 -0.03 0.01 -0.03
H -8.82651 3.71649 -2.34440 -0.04 0.04 -0.09
H -9.75043 5.54942 -0.25581 -0.10 -0.07 -0.10
H -8.35002 5.66708 -1.33339 -0.05 -0.03 -0.08
H -8.69356 3.98077 1.18474 0.03 0.02 0.02
H -7.31925 4.94385 0.68547 0.01 0.03 0.02
C 5.15961 -3.12174 5.80498 -0.05 0.20 -0.19
S 4.85315 -1.50730 5.04707 -0.15 -0.08 0.00
C 3.44118 -1.92521 3.97252 0.37 0.08 0.20
C 2.70742 -0.64124 3.61867 -0.01 -0.10 -0.08
C 1.54072 -0.86531 2.66222 0.16 0.04 0.07
N 1.95050 -1.33513 1.30993 -0.01 0.26 -0.20
P 2.33413 0.05073 0.24984 0.85 -1.31 0.12
C 2.76745 -0.80202 -1.34239 -0.02 0.26 -0.04
C 3.93826 -1.52968 -1.54860 -0.08 -0.01 0.02
C 4.17243 -2.16616 -2.75515 0.09 -0.07 0.06
C 3.24367 -2.09612 -3.78304 0.03 0.03 0.03
C 2.08441 -1.36081 -3.60815 -0.16 0.04 -0.16
C 1.86066 -0.70806 -2.40781 0.33 -0.02 0.42
C 3.96792 0.61774 0.80445 -0.24 0.34 0.05
C 4.26358 1.97499 0.70312 0.02 -0.07 -0.02
C 5.52429 2.43233 1.06410 0.00 0.01 -0.02
C 6.48097 1.54359 1.52616 0.01 0.04 0.00
C 6.17844 0.19262 1.64853 0.05 -0.05 -0.02
C 4.92535 -0.27170 1.29351 -0.09 -0.03 0.01
P 0.67494 -2.11067 0.38603 0.67 -1.09 0.76
C -0.37692 -2.97072 1.59837 -0.15 0.29 -0.19
C -0.10113 -4.25142 2.06897 0.00 0.03 0.04
C -0.91975 -4.82274 3.03215 0.05 -0.03 -0.01
C -2.01930 -4.13022 3.51636 -0.01 -0.02 0.01
C -2.31658 -2.86530 3.02750 -0.04 0.04 0.02
C -1.50280 -2.28868 2.06684 0.11 -0.10 -0.03
C 1.58460 -3.48650 -0.38278 -0.20 0.05 -0.10
C 1.11321 -4.04507 -1.56623 -0.04 0.05 0.08
C 1.75264 -5.15029 -2.11080 -0.02 -0.02 -0.07
C 2.85720 -5.69754 -1.47766 0.02 -0.02 -0.01
C 3.32487 -5.14460 -0.29228 0.04 0.01 0.06
C 2.69228 -4.04195 0.25617 -0.05 0.07 -0.02
H 5.94109 -2.97322 6.54623 0.01 -0.05 0.01
H 5.49913 -3.84000 5.06131 0.01 -0.06 0.04
H 4.25806 -3.48014 6.29826 0.03 -0.04 0.03
H 2.79258 -2.61844 4.51209 -0.06 0.01 -0.04
H 3.82371 -2.42079 3.07939 -0.14 -0.08 -0.03
H 3.41174 0.07593 3.20100 -0.04 0.08 0.11
H 2.30942 -0.20004 4.53522 -0.03 0.01 -0.02
H 0.95359 0.06598 2.59844 -0.04 -0.06 -0.04
H 0.89861 -1.62874 3.09560 -0.08 0.02 0.01
H 4.67911 -1.60354 -0.76893 0.04 0.00 0.07
H 5.09204 -2.72139 -2.88828 -0.02 -0.01 -0.02
H 3.43601 -2.59704 -4.72232 -0.03 0.00 0.00
H 1.36297 -1.28146 -4.41042 -0.02 0.02 0.03
H 0.98913 -0.05584 -2.35864 0.22 -0.04 -0.53
H 3.51232 2.66667 0.35071 -0.03 0.03 -0.02
H 5.75277 3.48703 0.98712 0.01 -0.01 0.00
H 7.46302 1.90288 1.80416 -0.01 -0.01 0.01
H 6.91967 -0.49810 2.02775 -0.03 0.00 0.04
H 4.66895 -1.31378 1.43699 0.05 -0.01 -0.06
H 0.74318 -4.80634 1.68509 0.02 0.00 0.02
H -0.69102 -5.81324 3.40269 -0.04 0.00 0.00
H -2.65098 -4.58356 4.26881 -0.01 0.01 0.00
H -3.18249 -2.33226 3.39838 0.00 0.00 -0.01
H -1.72676 -1.30485 1.67223 -0.07 0.01 0.07
H 0.24386 -3.62175 -2.05506 0.01 0.00 -0.06
H 1.38626 -5.58540 -3.03179 0.00 0.02 0.01
H 3.35324 -6.55970 -1.90428 -0.01 0.01 0.00
H 4.18088 -5.57569 0.21119 0.00 -0.01 -0.03
H 3.04438 -3.60283 1.18069 0.06 0.00 -0.01
F -1.04788 -1.61147 -2.88995 -0.12 0.03 0.00
C -1.48466 -0.79280 -1.89018 -1.13 -1.24 -1.49
F -2.50693 -1.47531 -1.29391 -0.09 0.02 -0.03
F -2.08902 0.27169 -2.53842 -0.16 0.00 0.03
```
Forces are in eV/Å.

The frontier orbital gap (spin up / spin down) comes out at 0.2144 / 0.2113 Ha. For the energy above the lowest of the compared OMol25 structures with the same formula, charge and spin, the calculation gives 2.319 eV. The value obtained for the molar mass is 909.77 g/mol. Its multiplicity is 2. Its charge is +2. For the electronic energy, the calculation gives -122917.3489 eV. Its expectation value of S² is 0.755.

(2)
Below is a molecular structure, C45H47N6OSiTa at a distorted geometry, with properties calculated with wB97M-V/def2-TZVPD.

Structure (XYZ):
```
101
Properties=species:S:1:pos:R:3:forces:R:3
Ta 0.09819 -0.42995 1.04742 -0.06 -0.56 -0.70
C -0.19969 4.10650 0.47764 0.00 0.03 0.03
C -0.49516 2.65820 0.64407 0.57 -0.17 0.66
N 0.42909 1.74966 0.64176 -0.35 -0.79 2.21
N 1.71131 2.10928 0.40600 0.76 0.18 0.88
C 2.50050 1.07326 0.34585 -0.25 1.15 0.25
O 2.01620 -0.13054 0.62006 -1.28 -0.55 0.43
C 3.87719 1.25033 -0.08715 0.12 -0.35 -0.05
C 4.71493 0.13970 -0.22179 -0.13 0.00 0.11
C 6.00497 0.30421 -0.69039 0.02 -0.08 -0.03
C 6.46357 1.56977 -1.02993 0.00 -0.01 0.02
C 5.63376 2.67894 -0.90031 0.01 -0.01 -0.03
C 4.34412 2.52498 -0.43450 -0.09 -0.05 0.09
C -1.85302 2.14165 0.78437 -0.53 -0.09 0.21
C -2.94364 2.99349 0.89752 0.03 -0.04 0.11
C -4.21943 2.46205 1.00199 0.14 -0.07 -0.02
C -4.36870 1.08434 0.95691 -0.03 0.10 -0.03
C -3.23794 0.29483 0.85741 -0.04 -0.34 0.32
N -2.00459 0.79801 0.78389 1.17 -0.22 0.91
H 0.81004 4.22817 0.09977 0.02 0.05 0.00
H -0.25442 4.61499 1.44478 -0.04 -0.04 0.03
H -0.90717 4.58253 -0.20027 -0.02 0.01 0.01
H 4.34768 -0.84079 0.05374 0.04 0.00 -0.03
H 6.65170 -0.55594 -0.79646 0.02 0.02 0.01
H 7.47450 1.69252 -1.39529 -0.01 0.01 -0.01
H 5.99588 3.66097 -1.17184 0.00 0.00 0.02
H 3.69001 3.37684 -0.32337 0.00 0.04 -0.03
H -2.78690 4.06210 0.92493 -0.01 0.00 -0.04
H -5.07615 3.11170 1.11754 -0.01 0.00 -0.04
H -5.34684 0.62758 1.00134 0.03 -0.07 0.02
H -3.32112 -0.78453 0.82465 -0.01 0.01 0.03
C -1.44977 1.22947 3.84899 0.10 0.28 0.09
N -0.88944 0.01172 3.25279 0.76 -0.42 -1.33
C -0.69044 -0.98977 4.05607 -0.04 0.08 0.08
C 0.10087 -2.06106 3.63520 0.05 -0.43 0.26
C 0.49931 -3.23266 4.26334 -0.05 0.22 -0.01
C 1.44009 -3.83807 3.41589 0.04 -0.01 -0.16
C 1.56643 -3.02372 2.30963 0.09 -0.27 0.04
N 0.74325 -1.94255 2.41332 -0.29 1.15 -0.67
C -0.42620 1.98355 4.67808 -0.02 -0.08 -0.06
C -0.76530 2.46480 5.93569 -0.04 -0.03 -0.04
C 0.16263 3.17153 6.68866 0.04 0.02 0.01
C 1.43652 3.39529 6.19037 -0.01 0.04 0.03
C 1.78367 2.91443 4.93520 0.03 0.00 -0.04
C 0.85533 2.21272 4.18349 -0.05 -0.03 -0.01
H -2.30436 0.97319 4.47975 -0.03 -0.04 -0.06
H -1.80808 1.87977 3.05409 -0.11 -0.10 0.11
H -1.07512 -0.98108 5.07452 -0.07 0.08 -0.03
H 0.15352 -3.59202 5.21965 0.02 0.03 0.02
H 1.96832 -4.76115 3.58588 0.02 0.02 0.00
H 2.20996 -3.16483 1.45595 -0.03 0.02 -0.01
H -1.75809 2.28696 6.33344 0.01 0.00 0.00
H -0.10753 3.54186 7.66843 -0.01 -0.01 0.00
H 2.16009 3.94260 6.77924 0.00 -0.01 0.00
H 2.77929 3.08686 4.54739 -0.01 -0.01 -0.01
H 1.13257 1.82794 3.20617 0.06 0.05 0.04
C -0.03468 -2.25629 -0.26687 -0.70 1.20 0.74
Si -0.47633 -2.25613 -2.10327 0.39 -0.09 0.24
C 0.26073 -0.58174 -2.57723 -0.13 -0.31 -0.24
N -0.20522 0.50370 -1.69764 0.03 -0.03 0.60
C -1.64348 0.80715 -1.98569 -0.36 -0.02 -0.29
C -1.91167 2.27826 -2.28495 0.26 -0.05 -0.24
C -1.05238 2.75953 -3.45499 0.07 0.02 0.09
C 0.43219 2.38473 -3.24077 -0.17 -0.24 0.04
C 0.63507 1.70844 -1.88339 -0.04 0.44 -1.48
C 0.51287 -3.62899 -2.90790 -0.27 0.21 0.01
C 1.90534 -3.54309 -3.00664 -0.07 0.04 0.01
C 2.64499 -4.57998 -3.55098 0.07 0.03 0.03
C 2.00358 -5.72671 -4.00006 -0.02 -0.02 0.00
C 0.62380 -5.83023 -3.90870 -0.03 -0.05 0.00
C -0.11517 -4.78937 -3.36629 -0.03 0.11 0.03
C -2.31803 -2.47195 -2.34918 0.21 -0.03 0.08
C -2.87033 -2.52835 -3.63163 0.06 0.06 0.01
C -4.21852 -2.79316 -3.81601 -0.04 0.02 -0.06
C -5.04034 -3.01418 -2.71915 0.01 0.01 0.03
C -4.51060 -2.96351 -1.43765 -0.09 0.03 0.06
C -3.16190 -2.69513 -1.25825 0.10 0.05 -0.05
H 1.01711 -2.56912 -0.26045 0.06 0.09 0.07
H -0.58256 -3.05985 0.23859 0.10 0.06 0.18
H 0.05533 -0.36864 -3.63504 0.05 0.20 0.08
H 1.34667 -0.66951 -2.47686 0.00 -0.02 0.01
H -2.26425 0.48377 -1.15248 0.20 -0.12 -0.86
H -1.95908 0.21632 -2.84976 0.08 0.08 -0.04
H -1.71409 2.88704 -1.39743 -0.11 0.00 -0.39
H -2.96963 2.39256 -2.52498 -0.04 0.00 0.08
H -1.16451 3.83768 -3.56547 -0.01 0.01 -0.07
H -1.42382 2.30747 -4.37597 -0.02 0.02 0.00
H 1.06757 3.26978 -3.27687 0.04 -0.01 0.01
H 0.77643 1.72269 -4.03433 0.05 0.05 -0.07
H 0.40921 2.43087 -1.10027 0.12 -0.23 -1.70
H 1.67946 1.41902 -1.76451 -0.28 -0.03 -0.36
H 2.42245 -2.65421 -2.65713 0.04 -0.01 -0.02
H 3.72118 -4.49290 -3.62695 -0.01 -0.03 -0.01
H 2.58110 -6.54113 -4.41697 0.00 0.01 -0.02
H 0.11888 -6.72083 -4.25917 0.03 -0.01 0.00
H -1.19380 -4.87361 -3.29576 0.01 -0.06 -0.04
H -2.23552 -2.37597 -4.49864 -0.03 -0.03 -0.02
H -4.62831 -2.83838 -4.81645 0.00 -0.01 0.00
H -6.08887 -3.23851 -2.86279 0.00 0.01 -0.01
H -5.14694 -3.15204 -0.58174 0.00 -0.02 -0.01
H -2.75034 -2.68615 -0.25288 -0.04 -0.08 -0.01
```
Forces are in eV/Å.

The frontier orbital gap comes out at 0.2301 Ha. The value obtained for the molar mass is 896.95 g/mol. Its charge is +2. For the electronic energy, the calculation gives -67832.8944 eV.

Which value of electronic energy does entry 1 give?
-122917.3489 eV

Which value of molar mass does entry 1 give?
909.77 g/mol

molar mass of number 1 (C45H47F4N4O3P2STi)?
909.77 g/mol